Molecular formula: C6H10IO2
Method: DFT, ωB97M-V with the def2-TZVPD basis set

Structure (ORCA input):
```
! wB97M-V def2-TZVPD RIJCOSX def2/J DEFGRID3
* xyz -1 1
C -1.68552 -3.50611 0.46943
C 0.34676 1.71954 -1.08154
C 1.47588 -0.23257 -0.33272
C 0.23946 1.08631 1.42422
C -0.94974 -0.46755 -0.11287
C 0.20402 0.53199 -0.00455
O -1.86470 -3.83020 1.57063
O -1.48375 -3.40508 -0.63856
I -3.08661 0.28893 -0.01884
H 1.42904 2.16213 -0.89084
H -0.34091 2.61942 -0.99042
H 0.55374 1.33011 -2.08656
H 1.48520 -0.62440 -1.27674
H 1.46816 -1.08251 0.40304
H 2.23246 0.50531 -0.36697
H 0.67027 2.14346 1.25068
H -0.68797 1.17044 1.83982
H 0.95871 0.55559 2.00107
H -0.96450 -0.96481 -1.15827
*
```

Output
Electronic energy, hartree: -682.7637
LUMO, hartree: 0.119
Energy relative to the best compared isomer or geometry (same formula, charge and spin), kcal per mole: 20.7
HOMO-LUMO gap, eV: 5.5